1.
Entry from OMol25: 2 unconnected molecules or ions with the total composition C4H12O in a non-equilibrium geometry (ωB97M-V/def2-TZVPD).

The value obtained for the LUMO energy (alpha / beta) is -4.103 / -10.793 eV. The relative energy (zero: lowest compared OMol25 entry of this formula, charge and spin) is 68.5 kJ/mol. The net charge is +1. The HOMO energy (alpha / beta) is -0.551 / -0.536 Eh. As for the HOMO-LUMO gap (alpha / beta): 10.90 / 3.80 eV. The energy is -6378.7429 eV. As for the spin multiplicity: 2.

Last columns: bonded neighbours and bond lengths (Å).
Positions of all 17 atoms, in Å:
1 C -2.33 1.31 -0.80  O2 1.381, H4 1.101, H5 1.123, H6 1.086
2 O -2.06 2.53 -1.39  C1 1.381, H3 0.983
3 H -1.29 2.99 -0.97  O2 0.983
4 H -2.42 1.44 0.29  C1 1.101
5 H -1.48 0.62 -1.03  C1 1.123
6 H -3.29 0.96 -1.19  C1 1.086
7 C 0.80 -1.18 0.13  C8 1.513, C9 1.526, H10 1.090, H11 1.113
8 C 0.63 -1.02 1.62  C7 1.513, H12 1.082, H13 1.097, H16 1.090
9 C 2.04 -0.52 -0.47  C7 1.526, H14 1.099, H15 1.088, H17 1.082
10 H 0.86 -2.21 -0.20  C7 1.090
11 H -0.13 -0.80 -0.36  C7 1.113
12 H 1.46 -0.62 2.20  C8 1.082
13 H 0.40 -1.99 2.09  C8 1.097
14 H 2.04 0.56 -0.32  C9 1.099
15 H 2.90 -0.91 0.08  C9 1.088
16 H -0.25 -0.44 1.86  C8 1.090
17 H 2.13 -0.71 -1.54  C9 1.082

=====

2.
Entry from OMol25: 2 unconnected molecules or ions with the total composition CH8NO in a non-equilibrium geometry (ωB97M-V/def2-TZVPD).

The value obtained for the LUMO energy is -4.004 eV. The relative energy (zero: lowest compared OMol25 entry of this formula, charge and spin) is 83.1 kJ/mol. The net charge is +1. The HOMO energy is -0.558 Eh. As for the HOMO-LUMO gap: 11.18 eV. The energy is -4697.1834 eV. As for the spin multiplicity: 1.

Last columns: bonded neighbours and bond lengths (Å).
Positions of all 11 atoms, in Å:
1 N 0.79 1.00 -1.27  H2 1.008, H3 1.045, H4 1.013, H5 1.034
2 H 0.13 1.65 -1.68  N1 1.008
3 H 0.46 0.16 -0.75  N1 1.045
4 H 1.42 1.48 -0.65  N1 1.013
5 H 1.34 0.48 -1.97  N1 1.034
6 C -1.00 -0.93 0.88  O7 1.432, H8 1.084, H9 1.088, H10 1.089
7 O 0.31 -0.37 1.00  C6 1.432, H11 0.960
8 H -1.33 -0.85 -0.15  C6 1.084
9 H -1.70 -0.43 1.54  C6 1.088
10 H -0.98 -1.99 1.14  C6 1.089
11 H 0.57 -0.21 1.91  O7 0.960

=====

3.
Entry from OMol25: 4 unconnected molecules or ions with the total composition C48H104FN11O6P3 in a non-equilibrium geometry (ωB97M-V/def2-TZVPD).

The value obtained for the LUMO energy is -3.291 eV. The net charge is +1. The HOMO energy is -0.333 Eh. As for the HOMO-LUMO gap: 5.77 eV. The energy is -110714.3951 eV. As for the spin multiplicity: 1.

Last columns: bonded neighbours and bond lengths (Å).
Positions of all 173 atoms, in Å:
1 C 1.67 -6.03 7.61  C2 1.525, H37 1.090, H38 1.089, H39 1.090
2 C 2.34 -6.80 6.49  C1 1.525, C3 1.533, H40 1.092, H41 1.092
3 C 1.43 -7.85 5.84  C2 1.533, C4 1.521, H42 1.095, H43 1.091
4 C 0.08 -7.32 5.38  C3 1.521, C5 1.556, H44 1.086, H45 1.090
5 C 0.15 -6.10 4.41  C4 1.556, C6 1.541, H46 1.089, H47 1.092
6 C -0.92 -6.11 3.31  C5 1.541, C7 1.529, C12 1.618, C31 1.566
7 C -2.30 -5.89 3.93  C6 1.529, O8 1.449, H48 1.085, H49 1.089
8 O -2.70 -6.98 4.79  C7 1.449, C9 1.360
9 C -4.05 -7.15 4.84  O8 1.360, C10 1.505, O11 1.189
10 C -4.47 -8.60 4.92  C9 1.505, H50 1.082, H51 1.091, H52 1.087
11 O -4.82 -6.25 4.86  C9 1.189
12 C -0.71 -4.86 2.30  C6 1.618, C13 1.536, C25 1.568, C29 1.501
13 C 0.73 -4.41 2.01  C12 1.536, O14 1.414, H53 1.090, H54 1.094
14 O 1.18 -3.43 2.93  C13 1.414, C15 1.388
15 C 2.54 -3.46 3.21  O14 1.388, C16 1.394, C21 1.399
16 C 2.88 -3.65 4.55  C15 1.394, C17 1.393, H55 1.084
17 C 4.20 -3.68 4.98  C16 1.393, C18 1.506, C19 1.395
18 C 4.52 -3.85 6.45  C17 1.506, H56 1.086, H57 1.089, H58 1.092
19 C 5.22 -3.55 4.05  C17 1.395, C20 1.386, H59 1.081
20 C 4.88 -3.35 2.72  C19 1.386, C21 1.397, H60 1.083
21 C 3.56 -3.28 2.27  C15 1.399, C20 1.397, C22 1.522
22 C 3.34 -3.00 0.79  C21 1.522, C23 1.558, C24 1.556, H61 1.089
23 C 3.12 -4.27 -0.08  C22 1.558, H62 1.094, H63 1.086, H64 1.088
24 C 2.27 -1.89 0.53  C22 1.556, H65 1.089, H66 1.087, H67 1.088
25 C -1.69 -3.64 2.41  C12 1.568, C26 1.532, H68 1.091, H69 1.087
26 C -1.33 -2.43 1.54  C25 1.532, C27 1.548, C28 1.550, H70 1.086
27 C -1.70 -2.56 0.05  C26 1.548, H71 1.087, H72 1.095, H73 1.091
28 C -2.16 -1.24 2.07  C26 1.550, H74 1.087, H75 1.089, H76 1.092
29 C -1.10 -5.50 1.00  C12 1.501, N30 1.275, H77 1.084
30 N -1.12 -6.78 1.03  C29 1.275, C31 1.483, H78 1.014
31 C -0.78 -7.35 2.36  C6 1.566, N30 1.483, C32 1.540, C34 1.574
32 C -1.79 -8.50 2.51  C31 1.540, N33 1.470, H79 1.084, H80 1.094
33 N -1.80 -9.39 1.34  C32 1.470, H81 1.013, H82 1.011
34 C 0.65 -7.95 2.13  C31 1.574, C35 1.531, H83 1.086, H84 1.089
35 C 0.97 -9.30 2.78  C34 1.531, F36 1.381, H85 1.087, H86 1.091
36 F 0.87 -10.35 1.88  C35 1.381
37 H 2.44 -5.46 8.14  C1 1.090
38 H 0.91 -5.31 7.28  C1 1.089
39 H 1.27 -6.72 8.36  C1 1.090
40 H 3.17 -7.35 6.93  C2 1.092
41 H 2.77 -6.18 5.71  C2 1.092
42 H 1.22 -8.61 6.61  C3 1.095
43 H 1.99 -8.37 5.06  C3 1.091
44 H -0.58 -8.07 4.95  C4 1.086
45 H -0.43 -6.98 6.28  C4 1.090
46 H 1.17 -6.03 4.03  C5 1.089
47 H -0.02 -5.18 4.97  C5 1.092
48 H -2.27 -5.00 4.57  C7 1.085
49 H -3.08 -5.79 3.18  C7 1.089
50 H -5.51 -8.72 4.65  C10 1.082
51 H -4.29 -8.92 5.95  C10 1.091
52 H -3.81 -9.18 4.28  C10 1.087
53 H 1.45 -5.22 1.97  C13 1.090
54 H 0.71 -3.96 1.01  C13 1.094
55 H 2.09 -3.75 5.29  C16 1.084
56 H 3.60 -3.85 7.03  C18 1.086
57 H 5.11 -4.74 6.64  C18 1.089
58 H 5.09 -3.00 6.81  C18 1.092
59 H 6.25 -3.61 4.37  C19 1.081
60 H 5.67 -3.23 1.99  C20 1.083
61 H 4.27 -2.57 0.44  C22 1.089
62 H 2.14 -4.18 -0.56  C23 1.094
63 H 3.83 -4.34 -0.90  C23 1.086
64 H 3.09 -5.18 0.53  C23 1.088
65 H 1.38 -2.28 0.05  C24 1.089
66 H 2.07 -1.38 1.47  C24 1.087
67 H 2.70 -1.18 -0.17  C24 1.088
68 H -2.68 -3.97 2.09  C25 1.091
69 H -1.70 -3.31 3.44  C25 1.087
70 H -0.29 -2.10 1.61  C26 1.086
71 H -1.94 -1.57 -0.34  C27 1.087
72 H -0.84 -2.91 -0.54  C27 1.095
73 H -2.54 -3.24 -0.12  C27 1.091
74 H -1.73 -0.30 1.73  C28 1.087
75 H -2.22 -1.25 3.16  C28 1.089
76 H -3.18 -1.33 1.69  C28 1.092
77 H -1.32 -5.05 0.05  C29 1.084
78 H -1.34 -7.28 0.18  N30 1.014
79 H -1.67 -9.06 3.43  C32 1.084
80 H -2.78 -8.05 2.60  C32 1.094
81 H -2.51 -9.07 0.70  N33 1.013
82 H -2.06 -10.32 1.63  N33 1.011
83 H 1.45 -7.27 2.38  C34 1.086
84 H 0.74 -8.13 1.05  C34 1.089
85 H 0.42 -9.52 3.68  C35 1.087
86 H 2.03 -9.28 3.07  C35 1.091
87 O -0.93 0.25 -2.97  P88 1.509
88 P -1.50 1.47 -3.66  O87 1.509, N89 1.693, N92 1.736, N95 1.743
89 N -0.17 2.04 -4.54  P88 1.693, C90 1.448, C91 1.451
90 C 0.31 3.40 -4.63  N89 1.448, H98 1.090, H99 1.093, H100 1.095
91 C 0.63 1.10 -5.29  N89 1.451, H101 1.098, H102 1.089, H103 1.095
92 N -1.84 2.43 -2.26  P88 1.736, C93 1.453, C94 1.452
93 C -0.87 3.38 -1.73  N92 1.453, H104 1.100, H105 1.092, H106 1.090
94 C -2.45 1.68 -1.18  N92 1.452, H107 1.099, H108 1.094, H109 1.093
95 N -2.66 2.37 -4.59  P88 1.743, C96 1.482, C97 1.479
96 C -2.88 1.79 -5.94  N95 1.482, H110 1.090, H111 1.089, H112 1.094
97 C -3.98 2.63 -3.98  N95 1.479, H113 1.086, H114 1.093, H115 1.090
98 H -0.48 4.14 -4.59  C90 1.090
99 H 0.83 3.57 -5.58  C90 1.093
100 H 1.03 3.61 -3.83  C90 1.095
101 H 0.51 1.25 -6.37  C91 1.098
102 H 0.35 0.07 -5.07  C91 1.089
103 H 1.70 1.20 -5.05  C91 1.095
104 H 0.11 2.92 -1.55  C93 1.100
105 H -1.24 3.80 -0.79  C93 1.092
106 H -0.75 4.23 -2.40  C93 1.090
107 H -1.71 1.11 -0.60  C94 1.099
108 H -3.18 0.96 -1.57  C94 1.094
109 H -2.99 2.34 -0.50  C94 1.093
110 H -1.95 1.74 -6.49  C96 1.090
111 H -3.56 2.43 -6.51  C96 1.089
112 H -3.31 0.79 -5.89  C96 1.094
113 H -3.91 3.39 -3.22  C97 1.086
114 H -4.43 1.73 -3.54  C97 1.093
115 H -4.67 3.01 -4.74  C97 1.090
116 O -2.53 5.34 0.84  P117 1.504
117 P -3.63 6.21 1.40  O116 1.504, N118 1.697, N121 1.737, N124 1.742
118 N -4.08 7.12 0.04  P117 1.697, C119 1.445, C120 1.452
119 C -4.29 8.55 -0.04  N118 1.445, H127 1.090, H128 1.094, H129 1.095
120 C -4.25 6.45 -1.23  N118 1.452, H130 1.098, H131 1.089, H132 1.095
121 N -2.69 7.13 2.54  P117 1.737, C122 1.451, C123 1.458
122 C -2.09 8.39 2.16  N121 1.451, H133 1.099, H134 1.091, H135 1.090
123 C -1.76 6.32 3.31  N121 1.458, H136 1.096, H137 1.092, H138 1.093
124 N -5.09 6.56 2.27  P117 1.742, C125 1.482, C126 1.479
125 C -6.26 5.81 1.75  N124 1.482, H139 1.090, H140 1.089, H141 1.094
126 C -5.07 6.40 3.74  N124 1.479, H142 1.085, H143 1.093, H144 1.090
127 H -4.71 8.95 0.88  C119 1.090
128 H -5.01 8.79 -0.83  C119 1.094
129 H -3.36 9.08 -0.27  C119 1.095
130 H -5.31 6.44 -1.52  C120 1.098
131 H -3.93 5.41 -1.17  C120 1.089
132 H -3.67 6.93 -2.02  C120 1.095
133 H -1.47 8.31 1.25  C122 1.099
134 H -1.45 8.76 2.97  C122 1.091
135 H -2.84 9.17 2.01  C122 1.090
136 H -0.84 6.10 2.75  C123 1.096
137 H -2.21 5.37 3.59  C123 1.092
138 H -1.49 6.84 4.23  C123 1.093
139 H -6.42 6.03 0.70  C125 1.090
140 H -7.16 6.11 2.28  C125 1.089
141 H -6.14 4.73 1.87  C125 1.094
142 H -4.52 7.21 4.21  C126 1.085
143 H -4.63 5.45 4.06  C126 1.093
144 H -6.08 6.44 4.14  C126 1.090
145 O 2.28 6.39 -6.44  P146 1.511
146 P 3.52 6.68 -7.25  O145 1.511, N147 1.696, N150 1.740, N153 1.743
147 N 4.47 5.38 -6.72  P146 1.696, C148 1.443, C149 1.453
148 C 5.80 5.40 -6.17  N147 1.443, H156 1.090, H157 1.094, H158 1.096
149 C 3.89 4.05 -6.79  N147 1.453, H159 1.099, H160 1.088, H161 1.096
150 N 3.93 8.19 -6.48  P146 1.740, C151 1.450, C152 1.458
151 C 4.76 8.23 -5.30  N150 1.450, H162 1.099, H163 1.091, H164 1.090
152 C 2.79 9.09 -6.34  N150 1.458, H165 1.096, H166 1.092, H167 1.093
153 N 4.55 7.07 -8.60  P146 1.743, C154 1.483, C155 1.479
154 C 4.42 6.10 -9.71  N153 1.483, H168 1.090, H169 1.089, H170 1.093
155 C 4.44 8.43 -9.18  N153 1.479, H171 1.085, H172 1.092, H173 1.090
156 H 6.42 6.19 -6.61  C148 1.090
157 H 6.33 4.47 -6.38  C148 1.094
158 H 5.79 5.53 -5.08  C148 1.096
159 H 4.45 3.44 -7.51  C149 1.099
160 H 2.85 4.05 -7.10  C149 1.088
161 H 3.94 3.54 -5.83  C149 1.096
162 H 4.40 7.57 -4.50  C151 1.099
163 H 4.81 9.24 -4.91  C151 1.091
164 H 5.79 7.96 -5.54  C151 1.090
165 H 2.16 8.84 -5.47  C152 1.096
166 H 2.15 9.06 -7.23  C152 1.092
167 H 3.14 10.12 -6.23  C152 1.093
168 H 4.65 5.09 -9.37  C154 1.090
169 H 5.13 6.33 -10.50  C154 1.089
170 H 3.41 6.09 -10.14  C154 1.093
171 H 4.92 9.15 -8.53  C155 1.085
172 H 3.41 8.73 -9.35  C155 1.092
173 H 4.97 8.47 -10.13  C155 1.090